[1]
ORCA calculation (ωB97M-V/def2-TZVPD) on a structure of composition C39H48BCeN9O3PS3.

Properties
Multiplicity: 2
Kohn-Sham gap (spin up / spin down), eV: 8.18 / 8.20
LUMO energy (spin up / spin down), eV: 0.42 / 0.43

Geometry as XYZ:
```
105
Properties=species:S:1:pos:R:3:forces:R:3:lowdin_charge:R:1
Ce 1.15945 -0.39955 -0.72948 -0.5 0.4 5.2 0.64
C 0.72146 4.80404 1.25106 0.0 -0.1 0.0 -0.04
C 2.05319 4.04959 1.26582 -0.1 0.4 -0.4 -0.54
C 2.36843 3.47033 -0.11428 -0.1 -0.1 0.0 -0.04
C 3.17325 5.01357 1.65530 -0.1 -0.1 0.1 -0.05
N 1.98724 2.94859 2.24459 -0.1 -0.6 0.2 0.01
C 2.82274 2.81476 3.32772 0.3 -0.2 0.4 -0.04
C 2.51532 1.65771 3.94381 0.2 0.3 0.1 -0.06
N 1.49533 1.05977 3.25315 0.1 0.3 0.0 0.02
B 1.01782 -0.34803 3.65064 0.0 0.2 -0.5 -0.57
N -0.51158 -0.48967 3.48696 -0.4 -0.2 -0.1 0.04
C -1.35628 -0.00478 4.45311 -0.3 0.1 0.2 -0.04
C -2.61187 -0.39367 4.15850 0.0 0.2 0.3 -0.03
N -2.55936 -1.12328 2.99094 0.6 0.2 0.1 0.01
C -1.26013 -1.15056 2.58299 0.0 -0.1 -0.1 -0.63
S -0.65389 -1.90912 1.19698 -0.1 -0.4 -0.3 0.83
C -3.66745 -1.91924 2.43262 -0.3 -0.5 -0.2 -0.54
C -3.82570 -1.65927 0.92859 0.0 0.0 0.1 -0.05
C -4.97033 -1.54983 3.14109 0.2 0.0 0.0 -0.05
C -3.36938 -3.39878 2.69561 0.1 0.1 0.0 -0.03
N 1.76213 -1.49730 2.91015 0.3 -0.3 0.0 0.03
C 1.53849 -2.78444 3.32635 0.2 -0.1 0.0 -0.07
C 2.24587 -3.61668 2.53770 -0.2 -0.1 0.3 -0.03
N 2.92087 -2.85180 1.61432 -0.6 0.4 0.2 0.02
C 2.60812 -1.55021 1.86086 0.4 0.3 0.2 -0.65
S 3.29853 -0.15613 1.12525 0.3 0.3 -0.2 0.76
C 3.83217 -3.47222 0.61763 0.5 -0.1 -0.4 -0.52
C 5.15372 -3.78661 1.32633 -0.2 0.1 -0.1 -0.02
C 3.17593 -4.76085 0.10914 -0.1 0.1 0.1 -0.03
C 4.10004 -2.55991 -0.58231 -0.1 0.1 0.0 -0.06
C 1.19050 1.84870 2.20248 -0.5 0.1 0.1 -0.67
S -0.08384 1.54192 1.10537 -0.2 0.2 -0.1 0.70
H 0.76490 5.60393 0.51475 0.0 0.1 -0.1 0.09
H 0.51426 5.24336 2.22554 0.0 0.1 0.1 0.09
H -0.09636 4.13694 0.99334 0.0 0.0 0.0 0.03
H 2.65803 4.26691 -0.79629 0.0 0.1 0.0 0.10
H 1.49663 2.96778 -0.52927 0.1 0.0 0.0 0.02
H 3.18933 2.75460 -0.05042 0.0 0.0 0.0 0.09
H 3.20556 5.81593 0.92364 0.0 0.0 -0.1 0.09
H 4.13853 4.51218 1.65206 0.1 0.0 0.0 0.09
H 3.00336 5.46542 2.63008 0.0 0.0 0.1 0.09
H 3.57687 3.52870 3.57568 0.1 0.1 0.0 0.11
H 2.93856 1.20895 4.81929 0.1 -0.1 0.1 0.12
H 1.25016 -0.47770 4.81758 0.1 0.0 0.2 0.13
H -0.98539 0.57930 5.27114 0.0 0.1 0.1 0.12
H -3.52921 -0.20294 4.67374 -0.1 0.0 0.1 0.11
H -3.54047 -0.63869 0.68808 0.0 0.1 -0.1 0.07
H -4.86297 -1.80902 0.63531 -0.1 0.0 0.0 0.09
H -3.20735 -2.33880 0.35028 0.0 0.0 0.0 0.05
H -5.21654 -0.49945 2.99773 -0.1 0.1 0.0 0.09
H -4.92340 -1.77226 4.20582 0.0 0.0 0.1 0.08
H -5.77062 -2.14736 2.71119 0.0 0.0 0.0 0.09
H -2.40717 -3.66072 2.26271 0.0 -0.1 0.0 0.05
H -4.14188 -4.01522 2.24057 -0.1 -0.1 0.0 0.09
H -3.34273 -3.59930 3.76641 0.0 0.0 0.1 0.09
H 0.88642 -2.99209 4.15058 -0.1 -0.1 0.1 0.13
H 2.30841 -4.68395 2.56209 0.0 -0.1 0.0 0.12
H 4.99335 -4.45238 2.17297 0.0 -0.1 0.1 0.08
H 5.62549 -2.87234 1.68318 0.0 0.1 0.0 0.09
H 5.82775 -4.27559 0.62639 0.1 0.0 0.0 0.09
H 3.21710 -5.56158 0.84446 0.0 -0.1 0.1 0.08
H 3.68625 -5.10620 -0.78633 0.0 0.0 0.0 0.08
H 2.13966 -4.56247 -0.15389 0.0 -0.1 -0.1 0.08
H 4.71529 -1.70684 -0.30839 -0.1 -0.1 -0.1 0.04
H 3.15832 -2.21327 -1.02812 0.5 -0.2 0.0 0.04
H 4.62712 -3.12909 -1.34636 -0.1 -0.2 0.0 0.10
O 1.88294 -0.98193 -2.91404 0.2 -0.3 -0.6 0.00
C 1.58203 0.21942 -2.98898 0.6 0.9 -3.3 -0.78
O 2.02724 1.05737 -2.14660 1.3 0.8 -0.8 -0.18
C 0.45976 0.72649 -3.87202 0.0 -0.2 0.5 -0.16
P -0.52668 1.65731 -2.56888 -1.4 0.4 -1.0 1.12
C -2.24364 0.98179 -2.51298 0.2 0.0 0.1 -0.37
C -2.92530 1.41650 -1.37558 0.1 0.0 -0.1 -0.11
C -4.26108 1.10949 -1.18955 -0.1 -0.1 0.0 -0.09
C -4.92112 0.32976 -2.12700 -0.1 0.1 0.1 -0.08
C -4.24371 -0.12685 -3.24654 0.0 -0.1 -0.1 -0.07
C -2.91186 0.20121 -3.44932 0.0 0.0 0.0 -0.11
C -0.98738 3.11654 -3.60257 0.3 0.1 0.3 -0.34
C -0.78917 4.40707 -3.13002 0.0 -0.1 0.1 -0.09
C -1.13644 5.49796 -3.91397 0.0 0.1 0.0 -0.08
C -1.68547 5.30546 -5.16978 0.0 0.1 0.1 -0.09
C -1.88356 4.01755 -5.64459 0.0 -0.1 -0.1 -0.08
C -1.53759 2.92861 -4.86836 0.1 0.1 0.1 -0.09
H -0.06540 -0.08342 -4.37715 0.1 0.0 0.0 0.09
H 0.85191 1.44288 -4.59533 -0.1 0.0 0.1 0.11
H -2.38525 1.99409 -0.63310 -0.1 0.1 0.1 0.07
H -4.77862 1.45621 -0.30545 0.0 0.0 0.0 0.11
H -5.96404 0.08260 -1.98510 0.0 0.0 0.0 0.10
H -4.75817 -0.74298 -3.97075 0.0 0.0 -0.1 0.11
H -2.40860 -0.17155 -4.33259 0.1 0.0 -0.1 0.10
H -0.36087 4.55646 -2.14673 0.0 0.0 0.0 0.09
H -0.96957 6.50147 -3.54752 0.0 0.0 0.0 0.10
H -1.95880 6.15407 -5.78001 0.0 0.1 0.0 0.10
H -2.30249 3.85811 -6.62736 -0.1 0.0 -0.1 0.11
H -1.69874 1.92754 -5.24402 0.0 0.0 -0.1 0.10
N -0.88925 -1.64130 -1.93453 0.3 -0.9 0.0 0.12
C 0.13626 -2.64036 -1.92384 -1.2 -0.7 -0.6 -0.50
O 0.90937 -2.62179 -0.92369 -0.1 -1.1 -0.5 -0.24
C 0.23755 -3.50275 -3.01073 0.1 0.3 0.6 -0.19
C -0.66185 -3.35895 -4.07287 -0.5 0.0 -0.4 -0.23
N -1.46070 -3.15770 -4.88117 -0.1 0.1 -0.1 0.15
C 1.27887 -4.44337 -3.07959 0.3 -0.2 0.1 -0.20
N 2.11650 -5.23101 -3.11511 0.2 -0.1 0.0 0.16
H -1.53132 -1.77624 -2.71261 0.1 0.3 0.1 0.08
H -1.40382 -1.65955 -1.04444 0.1 0.0 -0.1 0.04
```
Positions in Å, forces in eV/Å.



[2]
ORCA calculation (ωB97M-V/def2-TZVPD) on a structure of composition C33H39FeN4O3S5.

Properties
Multiplicity: 2
Kohn-Sham gap (spin up / spin down), eV: 7.29 / 5.90
LUMO energy (spin up / spin down), eV: 0.28 / 0.28

Geometry as XYZ:
```
85
Properties=species:S:1:pos:R:3:forces:R:3:lowdin_charge:R:1
Fe 0.15539 -0.45116 -1.58939 0.8 0.1 -0.6 0.32
C -2.62342 -1.69662 2.59557 0.1 0.0 0.0 -0.55
C -2.47318 -0.32552 3.23643 0.0 0.0 0.0 -0.54
S -2.83500 1.10614 2.18255 0.0 0.1 -0.1 0.83
C -4.55903 0.78256 1.68837 0.1 0.1 0.0 -0.53
C -4.75699 0.58265 0.17871 0.1 -0.1 0.0 -0.50
S -3.34515 -0.31204 -0.53295 0.1 0.1 -0.1 0.83
C -4.17772 -1.35831 -1.75389 0.0 -0.1 0.1 -0.50
C -3.17803 -2.07205 -2.68256 0.0 0.0 0.1 -0.48
S -1.46947 -2.39364 -2.13941 -0.1 0.4 0.3 0.89
C -1.63801 -3.67696 -0.86775 0.1 -0.1 -0.1 -0.49
C -2.23570 -3.33258 0.48851 0.0 0.1 0.0 -0.54
S -1.29271 -2.11590 1.43948 0.1 0.1 0.0 0.86
H -3.55752 -1.74328 2.03239 0.0 0.0 0.0 0.04
H -2.66144 -2.45274 3.38254 0.0 0.0 0.0 0.08
H -1.44900 -0.15230 3.56979 0.1 0.0 0.1 0.06
H -3.11340 -0.27829 4.11964 0.0 0.0 0.0 0.08
H -5.15547 1.63183 2.02140 -0.1 0.0 0.0 0.07
H -4.89860 -0.09718 2.23390 0.0 0.0 0.0 0.07
H -4.86382 1.54271 -0.32713 0.0 0.0 0.0 0.07
H -5.66485 0.00168 0.00543 0.0 0.0 0.0 0.08
H -4.85005 -0.75198 -2.36268 0.0 0.0 -0.1 0.08
H -4.78282 -2.09959 -1.22666 0.0 0.0 0.0 0.07
H -3.02747 -1.48638 -3.58801 0.0 0.0 0.0 0.05
H -3.59374 -3.03626 -2.97972 0.0 0.0 -0.1 0.08
H -0.61933 -4.05379 -0.75459 0.0 0.0 0.0 0.08
H -2.23659 -4.47623 -1.31043 0.1 -0.1 0.0 0.08
H -2.30514 -4.25835 1.06455 0.0 0.0 0.0 0.08
H -3.24313 -2.93268 0.36433 0.0 0.0 0.0 0.04
C 1.98096 -2.33473 -3.44590 -0.1 0.3 0.0 -0.08
O 2.35520 -0.95869 -3.41548 0.4 -0.3 0.2 -0.14
C 1.63026 -0.12200 -2.65018 -0.4 0.0 -0.3 -0.30
C 2.30842 1.22325 -2.68388 -0.3 0.1 -0.1 -0.05
H 1.39021 -2.52331 -4.34434 -0.1 0.0 0.0 0.08
H 1.41663 -2.59353 -2.55490 0.0 -0.1 0.0 0.04
H 2.90253 -2.91129 -3.48868 0.0 0.0 0.0 0.09
H 3.23747 1.21060 -3.25448 0.0 0.0 0.0 0.08
H 2.50369 1.55479 -1.66200 0.1 0.0 0.0 0.07
H 1.62833 1.96128 -3.12143 0.1 0.1 0.0 0.07
O 1.55539 -1.74899 -0.39627 -0.4 -0.1 0.0 -0.02
C 1.77580 -0.79485 0.36491 -0.1 0.0 0.3 -0.57
N 2.69312 -0.76373 1.36456 0.0 0.0 0.0 0.17
C 2.60754 0.48100 2.10575 0.0 0.0 0.0 -0.24
C 1.49654 1.19012 1.26131 0.0 0.2 0.0 -0.41
O 1.08200 2.32324 1.47717 0.0 -0.1 0.0 0.02
N 1.08573 0.37285 0.27624 -0.2 -0.1 0.1 0.13
C 2.16799 0.26107 3.55739 -0.1 0.0 0.0 -0.12
C 1.37906 1.19038 4.22835 0.0 0.0 0.0 -0.02
C 1.02064 0.98063 5.55370 0.0 0.0 0.0 -0.08
C 1.44756 -0.15289 6.22767 0.0 0.0 0.0 -0.09
C 2.24939 -1.07419 5.56920 0.0 0.0 0.0 -0.08
C 2.60882 -0.86400 4.24719 0.0 0.0 0.0 -0.03
C 3.92713 1.25471 2.09721 0.0 0.0 0.0 -0.13
C 5.13348 0.57512 1.96663 0.0 0.0 0.0 -0.03
C 6.34068 1.25759 2.00410 0.0 0.0 0.0 -0.08
C 6.35693 2.63332 2.17432 0.0 0.0 0.0 -0.09
C 5.15734 3.31615 2.31130 0.0 0.0 0.0 -0.07
C 3.94995 2.63439 2.27760 0.0 0.0 0.1 -0.02
H 3.21072 -1.58084 1.62769 0.0 0.0 0.0 0.14
H 1.04578 2.07821 3.70794 0.0 0.0 0.0 0.11
H 0.40190 1.71141 6.05951 0.0 0.0 0.0 0.10
H 1.16488 -0.31556 7.25971 0.0 0.0 0.0 0.10
H 2.59775 -1.95982 6.08507 0.0 0.0 0.0 0.10
H 3.24691 -1.59136 3.76036 0.0 0.0 0.0 0.11
H 5.14498 -0.49755 1.82316 0.0 0.0 0.0 0.10
H 7.26858 0.71099 1.89417 0.0 0.0 0.0 0.10
H 7.29722 3.16867 2.19916 0.0 0.0 0.0 0.10
H 5.15809 4.39074 2.44311 0.0 0.0 0.0 0.10
H 3.01735 3.17131 2.37836 0.0 0.0 0.0 0.11
N -0.76395 2.63650 -0.89842 0.0 0.0 0.1 0.15
C -1.08913 2.24312 -2.12747 -0.1 0.0 0.0 -0.67
N -0.80418 1.07002 -2.63159 -0.3 -0.1 0.4 0.01
C -1.28155 0.96680 -3.93355 0.0 0.0 -0.1 -0.30
C -1.10024 -0.12115 -4.78188 0.0 0.0 0.0 -0.04
C -1.63738 -0.08143 -6.05814 0.0 0.0 0.0 -0.08
C -2.34745 1.03101 -6.50688 0.0 0.0 0.0 -0.10
C -2.51787 2.13095 -5.68104 0.0 0.0 0.0 -0.09
C -1.97764 2.08513 -4.40591 0.0 0.0 0.0 -0.47
S -2.00041 3.31678 -3.17429 0.0 0.0 0.0 1.09
H -0.21360 2.03304 -0.29611 0.0 0.0 0.0 0.06
H -0.91737 3.58015 -0.59529 0.0 0.0 0.0 0.11
H -0.53327 -0.97218 -4.42914 0.0 0.0 0.0 0.08
H -1.49746 -0.92685 -6.71972 0.0 0.0 0.0 0.10
H -2.75590 1.04455 -7.50846 0.0 0.0 0.0 0.10
H -3.05415 3.00539 -6.02580 0.0 0.0 0.0 0.11
```
Positions in Å, forces in eV/Å.



[3]
ORCA calculation (ωB97M-V/def2-TZVPD) on the molecule C2H4N6.

Properties
Multiplicity: 1
Kohn-Sham gap, eV: 10.82
LUMO energy, eV: 0.44
Structure (SMILES): [H]/N=C\Nn1cnnn1

Geometry as XYZ:
```
12
Properties=species:S:1:pos:R:3:forces:R:3:lowdin_charge:R:1
H -0.79963 -1.15341 1.14657 -0.2 -0.3 0.0 0.04
N -1.76483 -1.04120 0.82262 0.2 1.8 -0.9 0.11
C -1.80774 -0.10288 -0.05640 0.0 -1.8 0.9 -0.27
N -0.75115 0.62146 -0.60593 -0.4 -0.2 -0.5 0.04
N 0.43304 0.09396 -0.24640 2.3 0.9 -0.1 -0.20
C 1.36309 0.74333 0.51517 -1.8 0.4 -0.1 -0.18
N 2.42097 0.06385 0.58136 1.7 -1.8 -1.0 0.04
N 2.20323 -1.04005 -0.28958 0.1 0.4 0.8 -0.01
N 1.03708 -1.01894 -0.77337 -0.2 0.7 0.4 0.06
H -2.72288 0.15783 -0.50256 -1.3 0.3 -0.4 0.09
H -0.79716 0.98056 -1.57309 -0.2 -0.5 0.9 0.16
H 1.18598 1.69550 0.98162 -0.2 0.0 0.1 0.13
```
Positions in Å, forces in eV/Å.



| no. | E (hartree) |
| --- | --- |
| 1 | -4269.64529 |
| 2 | -4980.28969 |
| 3 | -407.05237 |